Entry 1:
120
Properties=species:S:1:pos:R:3:forces:R:3 method="wB97M-V/def2-TZVPD" smiles="C=CCC(=O)O[C@@](CCCCCC)(NCC)OCC.O=C1c2ccccc2C(=O)c2ccccc21.O=C1c2ccccc2C(=O)c2ccccc21.O=C1c2ccccc2C(=O)c2ccccc21" max_force_ev_per_a=3.65 orbital_gap_ev=7.8 total_charge=0 e_homo_ha=-0.329
C 1.638 -2.545 -0.157 -0.515 1.899 2.046
C 1.333 -1.419 0.650 0.765 -1.932 -3.006
C 1.462 -0.004 -0.052 0.023 0.844 0.125
C 0.075 0.818 -0.092 0.814 0.414 2.461
O -0.336 1.265 0.987 0.379 -1.171 -3.309
O -0.496 0.989 -1.366 0.092 -1.045 1.975
C -1.947 1.000 -1.356 -1.887 0.850 -0.003
C -2.561 -0.237 -0.572 0.265 -1.214 0.725
C -2.001 -1.672 -1.067 -1.397 -0.209 0.939
C -2.931 -2.764 -0.306 -0.949 0.114 -1.083
C -4.299 -2.956 -1.154 0.032 -0.191 -0.039
C -4.177 -4.054 -2.316 -1.297 0.374 -0.783
C -4.263 -3.333 -3.760 0.321 -0.699 -0.039
N -2.370 2.329 -0.892 -0.398 -1.617 0.663
C -3.690 2.378 -0.235 -1.518 1.534 0.004
C -4.947 2.043 -1.203 -0.263 0.771 0.251
O -2.431 0.880 -2.741 2.577 -0.478 0.743
C -1.404 0.409 -3.636 -0.459 -0.573 -3.054
C -2.165 0.099 -5.041 0.062 0.461 1.581
H 1.459 -3.587 0.259 0.524 1.450 -0.607
H 2.105 -2.431 -1.195 -1.011 -0.144 1.617
H 1.016 -1.532 1.737 0.245 0.358 -1.729
H 2.204 0.634 0.551 -1.286 -0.721 -0.792
H 1.869 -0.037 -1.111 -0.482 -0.513 1.292
H -2.366 -0.217 0.561 -0.096 0.373 -1.712
H -3.701 -0.327 -0.663 1.784 0.668 -0.212
H -0.920 -1.856 -0.783 -1.256 0.439 -0.652
H -2.232 -1.809 -2.173 0.706 0.202 1.337
H -2.443 -3.788 -0.268 -0.397 1.317 0.135
H -3.228 -2.438 0.740 0.708 -0.312 -1.160
H -5.187 -3.237 -0.489 1.379 0.338 -0.687
H -4.611 -1.976 -1.670 0.591 -1.285 0.914
H -3.266 -4.728 -2.242 -0.995 1.022 -0.021
H -5.095 -4.745 -2.274 1.376 0.922 0.130
H -4.649 -4.058 -4.557 0.649 0.914 1.075
H -3.216 -2.999 -4.076 -1.541 -0.178 0.334
H -4.998 -2.458 -3.748 1.146 -1.106 0.090
H -2.273 3.007 -1.654 -0.240 -0.488 0.366
H -3.852 3.479 0.064 0.419 -1.595 -0.364
H -3.745 1.813 0.763 0.372 0.558 -1.675
H -4.641 2.277 -2.281 -0.436 -0.731 1.470
H -5.821 2.758 -0.982 1.304 -1.043 -0.109
H -5.362 0.996 -1.065 0.686 1.176 -0.483
H -0.626 1.209 -3.914 -0.951 -1.184 1.001
H -0.928 -0.584 -3.344 -0.435 1.574 0.081
H -3.103 -0.484 -4.742 1.290 0.673 -0.801
H -2.463 1.100 -5.503 0.358 -1.526 0.399
H -1.461 -0.501 -5.697 -1.044 0.775 0.623
O 5.126 -1.374 -3.750 -0.105 -0.052 -0.253
C 4.795 -1.602 -4.900 0.275 0.143 0.847
C 5.452 -2.682 -5.672 0.193 -0.258 -0.114
C 6.443 -3.457 -5.068 0.125 -0.186 -0.052
C 7.036 -4.497 -5.772 -0.125 0.138 0.008
C 6.643 -4.770 -7.080 -0.126 0.161 0.010
C 5.669 -3.989 -7.692 0.171 -0.179 0.022
C 5.076 -2.939 -6.991 0.228 -0.237 0.117
C 4.052 -2.102 -7.657 -0.209 -0.174 -0.906
O 3.762 -2.292 -8.825 0.060 0.053 0.294
C 3.381 -1.036 -6.879 -0.209 0.277 0.112
C 2.388 -0.263 -7.484 -0.159 0.161 0.072
C 1.730 0.718 -6.752 0.125 -0.143 -0.012
C 2.059 0.931 -5.415 0.141 -0.143 -0.008
C 3.057 0.172 -4.814 -0.201 0.173 -0.017
C 3.724 -0.809 -5.546 -0.289 0.216 -0.080
H 6.749 -3.253 -4.047 -0.159 0.093 -0.111
H 7.803 -5.102 -5.299 -0.074 0.064 -0.034
H 7.098 -5.590 -7.625 -0.042 0.085 0.040
H 5.371 -4.202 -8.712 -0.061 0.170 0.126
H 2.125 -0.428 -8.523 0.145 -0.114 0.122
H 0.955 1.315 -7.222 0.071 -0.061 0.036
H 1.538 1.690 -4.842 0.073 -0.063 -0.042
H 3.310 0.345 -3.773 0.110 -0.125 -0.142
O 3.221 -4.217 3.461 0.164 0.067 0.205
C 4.008 -3.900 4.336 -0.580 -0.203 -0.663
C 4.469 -2.498 4.463 0.061 0.328 -0.024
C 3.980 -1.531 3.585 -0.006 0.231 -0.031
C 4.376 -0.206 3.722 0.008 -0.184 0.060
C 5.260 0.159 4.735 0.015 -0.192 0.052
C 5.762 -0.806 5.601 -0.036 0.225 -0.106
C 5.372 -2.138 5.463 -0.110 0.282 -0.171
C 5.927 -3.161 6.379 0.636 0.259 0.647
O 6.757 -2.855 7.217 -0.207 -0.085 -0.202
C 5.451 -4.559 6.265 -0.060 -0.349 0.036
C 5.939 -5.525 7.145 -0.042 -0.230 0.047
C 5.474 -6.832 7.068 -0.004 0.184 -0.067
C 4.521 -7.179 6.113 0.002 0.195 -0.082
C 4.044 -6.222 5.225 0.034 -0.224 0.118
C 4.512 -4.910 5.296 0.058 -0.307 0.207
H 3.288 -1.808 2.797 0.100 -0.130 0.130
H 3.992 0.546 3.041 0.025 -0.074 0.061
H 5.558 1.195 4.849 -0.016 -0.101 -0.007
H 6.454 -0.517 6.385 -0.063 -0.202 -0.057
H 6.677 -5.260 7.894 -0.102 0.135 -0.144
H 5.851 -7.582 7.756 -0.030 0.079 -0.060
H 4.152 -8.198 6.060 0.031 0.100 -0.008
H 3.304 -6.500 4.482 0.105 0.195 0.022
O -3.577 9.029 3.271 -0.147 -0.219 0.078
C -4.159 8.008 3.593 0.458 0.726 -0.249
C -5.445 8.074 4.326 -0.298 0.096 0.171
C -6.001 9.317 4.629 -0.203 0.077 0.095
C -7.226 9.388 5.282 0.138 -0.101 -0.078
C -7.901 8.220 5.632 0.155 -0.109 -0.071
C -7.341 6.981 5.346 -0.168 0.172 0.090
C -6.108 6.905 4.698 -0.202 0.289 0.080
C -5.512 5.579 4.414 -0.398 -0.794 0.261
O -6.065 4.560 4.787 0.117 0.254 -0.091
C -4.237 5.513 3.664 0.265 -0.110 -0.157
C -3.682 4.269 3.358 0.192 -0.037 -0.129
C -2.503 4.195 2.626 -0.108 -0.001 0.093
C -1.874 5.361 2.196 -0.144 0.143 0.095
C -2.417 6.602 2.511 0.151 -0.184 -0.099
C -3.597 6.681 3.250 0.174 -0.252 -0.137
H -5.483 10.229 4.354 0.058 -0.205 -0.049
H -7.660 10.355 5.513 0.050 -0.085 -0.027
H -8.863 8.277 6.130 0.093 -0.015 -0.038
H -7.868 6.075 5.626 0.204 0.017 -0.085
H -4.170 3.358 3.687 -0.068 0.202 0.026
H -2.075 3.227 2.385 -0.009 0.094 -0.031
H -0.959 5.302 1.616 -0.089 -0.013 0.054
H -1.920 7.507 2.175 -0.178 -0.013 0.136



Entry 2:
57
Properties=species:S:1:pos:R:3:forces:R:3 method="wB97M-V/def2-TZVPD" max_force_ev_per_a=2.07 de_lowest_ev=0.000 orbital_gap_ev=9.6 total_charge=0 e_homo_ha=-0.354
Hg 0.012 0.132 0.114 0.229 0.235 -0.549
Cl 2.708 -1.734 -1.692 -0.664 -0.784 -1.218
O 1.801 -1.941 -2.814 0.457 0.303 0.385
O 3.404 -2.955 -1.411 0.019 0.374 0.170
O 3.611 -0.653 -1.958 0.049 0.116 0.089
O 1.875 -1.382 -0.542 0.019 0.035 0.819
P -2.528 2.382 1.112 -0.649 0.958 -0.140
F -3.482 3.417 0.352 -0.143 -0.044 0.364
F -3.781 1.483 1.581 0.241 -0.115 0.021
F -2.455 1.490 -0.266 0.421 -0.221 -0.045
F -1.475 1.311 1.789 -0.085 -0.111 0.254
F -1.245 3.255 0.625 0.144 -0.306 0.064
F -2.586 3.189 2.505 0.096 -0.117 -0.431
N 1.633 1.006 1.544 0.744 0.373 1.255
C 1.394 1.174 2.874 -0.403 -0.433 -0.514
C 2.327 1.642 3.768 0.430 0.235 -0.202
C 3.590 1.967 3.290 0.088 -0.334 0.444
C 3.876 1.778 1.958 -0.251 0.110 -0.013
C 2.869 1.304 1.123 0.150 0.117 -0.355
H 0.423 0.866 3.237 -0.174 0.138 -0.222
H 2.108 1.767 4.819 -0.237 -0.114 -0.036
H 4.367 2.274 3.978 -0.050 0.200 -0.039
H 4.862 2.020 1.592 -0.070 -0.142 -0.279
H 3.098 1.173 0.072 -0.247 -0.211 -0.080
N -1.213 -1.247 -1.358 -0.436 -0.676 -1.621
C -2.088 -0.850 -2.316 -0.131 1.214 0.561
C -2.875 -1.678 -3.073 0.594 -1.374 -0.061
C -2.628 -3.057 -2.967 -0.294 0.301 -0.321
C -1.650 -3.503 -2.110 -0.367 0.515 0.274
C -0.989 -2.558 -1.331 0.389 -0.777 0.592
H -2.163 0.219 -2.476 -0.132 0.080 0.377
H -3.615 -1.323 -3.773 0.097 0.302 0.025
H -3.167 -3.764 -3.586 -0.133 0.043 0.066
H -1.475 -4.558 -1.960 0.288 0.024 -0.117
H -0.232 -2.938 -0.655 0.027 0.351 0.173
N -0.781 -1.410 1.682 -0.813 -0.865 1.696
C -2.099 -1.581 1.871 -0.845 0.297 -0.711
C -2.677 -2.573 2.641 0.466 -0.262 0.577
C -1.850 -3.440 3.340 0.492 -0.274 -0.240
C -0.471 -3.297 3.195 -0.908 0.645 -0.100
C -0.023 -2.231 2.426 1.280 -0.519 -0.800
H -2.806 -0.927 1.373 0.424 0.275 -0.280
H -3.752 -2.658 2.701 -0.020 0.139 -0.020
H -2.228 -4.247 3.955 -0.207 0.041 -0.061
H 0.218 -3.997 3.642 0.135 0.184 0.127
H 1.050 -2.122 2.303 0.001 0.169 -0.078
N 0.660 1.583 -1.645 0.338 0.988 -0.910
C 1.047 2.853 -1.406 0.374 -0.476 0.509
C 1.457 3.748 -2.379 -0.885 -0.177 -0.614
C 1.322 3.358 -3.713 0.142 0.026 0.491
C 0.890 2.074 -3.981 -0.160 0.059 -0.351
C 0.612 1.215 -2.943 -0.680 -0.342 1.120
H 1.060 3.145 -0.366 -0.112 0.054 0.069
H 1.658 4.774 -2.109 0.307 -0.055 0.059
H 1.509 4.026 -4.543 0.086 0.157 0.125
H 0.675 1.781 -4.999 0.235 -0.212 0.019
H 0.218 0.219 -3.087 0.334 -0.114 -0.321



Entry 3:
9
Properties=species:S:1:pos:R:3:forces:R:3 method="wB97M-V/def2-TZVPD" max_force_ev_per_a=4.25 de_lowest_ev=1.347 orbital_gap_ev=8.2 total_charge=+1 e_homo_ha=-0.515
C 0.916 -0.491 -1.108 -0.138 0.544 -0.174
C -0.823 0.460 1.400 2.460 -2.914 1.879
N -0.196 -0.543 1.668 -1.400 1.728 -0.711
N -0.045 0.309 -1.402 1.387 -2.090 2.578
S -1.355 1.859 0.951 -0.718 0.423 -0.114
S 2.105 -1.357 -0.781 -0.137 -0.010 -0.142
H 0.148 -1.347 2.194 -0.656 0.790 -0.238
H -0.656 0.577 -0.567 0.045 0.591 -1.482
H -0.093 0.533 -2.354 -0.843 0.939 -1.596



Entry 4:
106
Properties=species:S:1:pos:R:3:forces:R:3 method="wB97M-V/def2-TZVPD" max_force_ev_per_a=4.90 de_lowest_ev=0.000 orbital_gap_ev="6.9 / 6.4" total_charge=-1 multiplicity=2 e_homo_ha="-0.175 / -0.175"
Cu -0.039 0.187 -1.000 -0.201 -0.105 -1.079
S 1.361 -0.771 -3.821 0.332 0.209 -3.735
O 0.249 -0.166 -4.506 -2.102 1.382 -1.407
O 1.373 -0.211 -2.471 0.644 2.150 4.359
O 1.104 -2.173 -3.703 -0.311 -3.576 0.875
O 2.575 -0.546 -4.566 1.404 0.577 0.547
C -0.812 4.866 0.276 -0.689 -3.077 -0.065
F -1.192 5.965 -0.309 0.057 1.156 0.546
F 0.498 4.866 0.580 -0.667 0.485 -0.133
F -1.503 4.639 1.457 0.745 0.773 -1.182
S -1.249 3.464 -0.979 -0.473 -1.459 -3.271
O -0.841 3.952 -2.324 -0.167 0.103 2.525
O -0.437 2.297 -0.573 -0.387 1.462 0.737
O -2.707 3.226 -0.937 1.681 0.773 1.014
O 1.614 0.597 0.417 0.452 0.929 -0.466
P 3.047 1.055 0.482 1.568 -0.736 -1.109
N 3.581 2.286 -0.602 0.277 -0.892 -0.214
C 4.897 2.961 -0.501 -0.388 -1.602 -0.248
C 2.648 2.996 -1.497 -1.063 -0.369 1.728
N 4.114 -0.289 0.334 0.686 0.171 0.806
C 4.600 -0.717 -1.021 -0.811 -0.479 0.755
C 4.194 -1.363 1.434 -1.188 1.683 -0.814
N 3.418 1.733 1.960 -1.090 -1.676 -0.216
C 4.673 1.609 2.622 0.807 0.622 -0.237
C 2.606 2.870 2.311 0.164 0.123 1.001
H 5.682 2.293 -0.145 -0.252 -0.099 0.919
H 4.845 3.894 0.060 0.160 0.097 -0.076
H 5.295 3.067 -1.510 -0.464 0.770 -0.265
H 1.835 2.284 -1.639 -0.002 0.401 -0.927
H 3.043 3.504 -2.377 0.416 -0.916 -0.188
H 2.214 3.800 -0.903 -0.226 0.305 -0.039
H 5.099 0.070 -1.586 -0.364 0.099 0.109
H 5.290 -1.557 -0.943 0.321 0.178 0.539
H 3.762 -1.160 -1.559 -0.044 0.538 -0.492
H 3.565 -1.044 2.265 -0.274 0.159 -0.060
H 3.762 -2.305 1.095 0.322 -0.102 -0.217
H 5.170 -1.473 1.906 0.375 -0.067 -0.646
H 5.272 0.743 2.342 -0.523 -0.152 0.015
H 5.279 2.452 2.287 0.478 0.381 0.521
H 4.525 1.643 3.701 0.145 -0.015 0.104
H 3.066 3.802 1.983 -0.383 0.267 -0.700
H 2.590 3.012 3.392 0.054 -0.382 0.370
H 1.562 2.702 2.046 0.152 0.367 -0.567
O -1.496 -0.038 0.661 -1.156 -0.339 1.716
P -2.213 0.015 1.989 -0.139 -0.216 1.922
N -1.287 -0.700 3.321 -0.282 0.421 -0.739
C 0.183 -0.661 3.190 -0.523 0.148 -0.755
C -1.893 -1.619 4.353 0.979 1.853 -1.072
N -3.737 -0.825 2.046 0.770 0.080 -0.863
C -4.011 -1.777 0.943 0.836 1.040 0.367
C -4.656 -1.052 3.183 0.847 0.364 -0.546
N -2.581 1.593 2.537 2.199 -1.382 0.534
C -3.717 2.305 2.013 -0.517 0.016 -0.078
C -2.000 2.067 3.855 -1.243 -0.946 -1.050
H 0.499 -1.360 2.416 0.327 -0.023 -0.024
H 0.745 -0.868 4.101 -0.470 -0.108 0.292
H 0.477 0.337 2.863 0.138 0.000 -0.151
H -1.155 -1.858 5.119 0.410 -0.278 -0.453
H -2.267 -2.509 3.846 -0.422 -0.002 0.594
H -2.563 -0.974 4.921 -0.861 -0.711 -0.166
H -5.018 -1.615 0.560 -0.141 -0.272 0.169
H -3.327 -1.518 0.135 0.021 -0.358 -0.066
H -3.825 -2.790 1.301 -0.251 -0.266 -0.277
H -4.454 -1.980 3.717 0.293 -0.135 0.042
H -4.591 -0.236 3.902 -0.231 0.073 -0.100
H -5.661 -1.192 2.786 -0.125 0.519 -0.032
H -3.669 3.345 2.337 0.124 0.036 -0.295
H -3.769 2.248 0.926 0.285 0.237 0.016
H -4.660 1.904 2.384 -0.283 -0.148 0.263
H -2.101 3.151 3.921 -0.196 -0.118 -0.003
H -0.960 1.808 4.055 -0.066 -0.112 -0.557
H -2.615 1.523 4.572 0.159 0.598 0.844
C -3.924 0.416 -2.080 -0.440 -0.532 -0.558
C -2.820 -0.269 -2.919 -0.154 0.295 1.799
C -3.264 -0.417 -4.385 -0.273 -1.367 0.522
O -4.267 -1.502 -4.412 -0.207 1.644 -0.067
C -5.124 -1.412 -5.559 1.492 -0.216 0.524
N -1.564 0.483 -2.647 -1.225 -0.265 -0.778
H -4.152 1.428 -2.416 0.365 0.148 -0.285
H -3.684 0.528 -1.023 0.193 -0.308 -0.061
H -4.851 -0.138 -2.225 -0.129 -0.173 0.303
H -2.595 -1.259 -2.522 -0.444 -0.310 -0.108
H -2.469 -0.771 -5.041 0.341 0.458 0.041
H -3.691 0.528 -4.723 -0.138 0.042 -0.243
H -4.482 -1.467 -6.439 -0.093 -0.581 -0.418
H -5.615 -0.450 -5.704 -0.458 0.112 0.654
H -5.796 -2.263 -5.448 -0.152 0.264 -0.424
H -1.822 1.408 -2.959 0.450 0.933 0.597
H -0.985 0.193 -3.422 1.484 -0.269 -0.595
C 0.109 -3.593 0.628 1.997 -0.051 0.367
C 0.916 -2.710 -0.354 -0.085 -0.195 0.913
C 1.978 -3.523 -1.136 -0.684 -0.197 -0.616
O 2.842 -4.315 -0.296 0.406 1.186 -0.265
C 4.025 -4.678 -1.022 -1.357 -1.213 -0.241
N -0.103 -2.070 -1.211 1.052 -0.941 0.503
H 0.900 -3.966 1.279 -0.273 -0.684 0.313
H -0.334 -4.418 0.070 -0.047 -0.126 0.060
H -0.633 -3.140 1.284 -0.047 0.547 -0.447
H 1.544 -1.962 0.130 -0.465 0.314 0.560
H 2.512 -2.853 -1.810 0.455 0.375 0.436
H 1.492 -4.120 -1.907 -0.312 -0.783 0.149
H 3.653 -5.272 -1.856 0.252 0.012 -0.552
H 4.592 -5.404 -0.439 0.163 0.461 0.375
H 4.632 -3.873 -1.435 -0.105 0.316 0.396
H -0.685 -2.887 -1.327 -1.159 0.395 -0.360
H 0.363 -2.039 -2.106 -0.048 0.280 -1.145